No. 1
Entry from the OMol25 dataset: the ion C4H9N2O2 with charge -1 (ωB97M-V/def2-TZVPD).

Element x y z (Å)
H1 0.7871 0.9466 -3.1107
O1 -2.1841 -1.4669 1.4734
N1 0.9378 0.0991 0.6789
H2 -0.2750 -2.0890 1.0067
C1 -0.8696 -1.4492 1.6942
H3 0.0253 0.4064 2.4897
H4 -0.1642 2.1228 -1.2187
H5 -1.0284 0.6466 -0.8979
C2 -0.2632 0.0094 1.5139
H6 1.7638 -0.2836 1.1199
N2 -0.1148 0.6521 -2.7407
H7 -0.0623 -0.3625 -2.7744
H8 -1.1052 0.5572 1.1151
C3 -0.1161 1.0374 -1.3294
C4 1.1007 0.4961 -0.5779
H9 -0.6086 -1.7342 2.7401
O2 2.1770 0.4118 -1.1823

SMILES ... NCC(=O)NCC[O-]
Charge ... -1
HOMO energy ... -0.0995 Eh
LUMO level ... 3.828 eV



No. 2
Entry from the OMol25 dataset: a structure of composition C4H9N2O2 (ωB97M-V/def2-TZVPD).

Element x y z (Å)
H1 1.4145 -0.3786 -1.2972
H2 2.5551 -0.2773 -0.0166
H3 0.8500 -2.0132 0.8580
C1 -0.1182 1.1099 -0.3369
N1 2.2218 -0.3989 0.9359
H4 -0.5077 -0.8869 -0.9878
H5 0.6509 1.6526 0.1888
H6 -1.2025 1.2022 1.3512
N2 -1.3997 1.2871 0.3576
C2 0.8685 -0.9162 0.7659
C3 -2.3412 0.1707 0.1060
H7 2.0021 -0.6926 -1.8197
H8 -0.2228 1.5475 -1.3293
O1 -2.6373 -0.0120 -1.0864
C4 0.2929 -0.3699 -0.4499
O2 -2.7121 -0.4443 1.1233
H9 0.2856 -0.5800 1.6371

Charge ... -1
HOMO energy ... -0.1527 Eh
LUMO level ... 1.629 eV



No. 3
Entry from the OMol25 dataset: a structure of composition C4H9N2O3P (ωB97M-V/def2-TZVPD).

Element x y z (Å)
N1 0.2935 0.6296 0.5422
H1 -1.8323 3.9745 -0.0179
O1 0.2410 -5.1352 -0.3720
O2 -1.1933 0.1632 -1.1978
C1 -0.5115 0.9604 -0.3848
H2 1.6013 -1.9196 0.7672
H3 -1.0477 -0.7319 -0.9957
O3 -0.8258 -2.8631 -1.0939
C2 0.3579 1.9841 1.0003
H4 0.0749 2.9366 -0.9163
H5 -2.3256 2.5109 0.5935
C3 1.6679 -2.7023 0.1219
N2 -1.8780 2.9476 -0.1755
C4 -0.5566 2.4179 -0.2360
P1 0.2158 -3.6718 -0.4964
H6 -0.1556 2.1830 1.8646
H7 1.4320 2.2961 1.0411
H8 2.1738 -3.5895 0.6623
H9 2.2682 -2.3906 -0.7070

Expectation value of S² ... 2.018
2S+1 ... 3
HOMO energy (spin up / spin down) ... -0.2255 / -0.3498 Eh
LUMO level (spin up / spin down) ... 0.197 / -5.053 eV



Values for energy relative to the best compared isomer or geometry (same formula, charge and spin), eV, ordered as above
1.962, 6.277, 2.304
Values for strongest force on any atom, eV Å⁻¹, ordered as above
0.80, 3.32, 8.19